# 1
C11H23HgINO2P2 | wB97M-V/def2-TZVPD

```
41
Properties=species:S:1:pos:R:3:forces:R:3
Hg 0.35564 0.88089 1.34650 -0.020 0.876 -0.188
P -1.77841 1.64633 0.38086 -0.186 -0.969 -0.004
C -2.18788 0.36977 -0.86737 -0.184 -0.292 0.060
C -1.01233 0.11569 -1.78652 0.238 0.078 -0.556
N 0.18667 0.10940 -1.19797 0.059 -0.405 -0.163
C 1.29105 -0.23432 -1.85846 -0.382 -0.021 -0.806
C 1.24786 -0.48323 -3.23880 -0.038 -0.241 0.406
C 0.01468 -0.41664 -3.90749 0.130 0.094 0.382
C -1.13667 -0.12190 -3.16399 0.079 0.238 0.320
C 2.56969 -0.37807 -1.03985 -0.153 0.363 0.090
P 2.16481 -0.60632 0.74395 0.034 -0.153 0.067
H -2.13137 -0.02033 -3.60287 0.407 -0.249 -0.093
H 2.18483 -0.77041 -3.71776 -0.410 0.124 -0.190
H -0.04630 -0.60550 -4.98709 0.032 0.112 0.552
H 3.14562 -1.25955 -1.37311 -0.146 0.402 0.098
H 3.21196 0.51891 -1.12560 -0.255 -0.356 -0.033
H -2.36669 -0.54683 -0.22865 0.132 1.093 -0.924
H -3.09357 0.63260 -1.43106 0.201 -0.049 0.129
H -1.50736 -1.90242 1.94633 -0.976 0.086 -1.118
O -2.10699 -1.63281 1.18048 0.545 -0.628 1.010
H -2.54699 -2.42076 0.83196 0.206 0.060 0.356
H 0.06210 -1.23333 3.35740 -0.411 -1.008 0.020
O -0.29681 -2.10519 3.07001 0.483 0.421 1.057
H -0.32826 -2.68461 3.85966 -0.015 0.597 -0.504
C 1.77061 -2.35531 0.87942 0.323 -0.486 -0.015
H 2.59450 -2.94221 0.44552 -0.283 0.003 0.221
H 1.60075 -2.61252 1.93243 0.199 -0.016 -0.423
H 0.83882 -2.56748 0.33815 0.246 0.140 0.079
C 3.66521 -0.22036 1.66312 0.302 -0.315 -0.042
H 3.51001 -0.53627 2.70405 0.157 0.116 -0.247
H 4.52791 -0.74978 1.23058 -0.178 0.201 0.255
H 3.82552 0.86739 1.64456 -0.067 -0.311 0.001
C -1.53273 3.19576 -0.49471 -0.040 0.246 0.124
H -2.48956 3.54817 -0.89586 0.187 -0.014 0.020
H -1.12909 3.91763 0.22222 -0.041 0.029 -0.192
H -0.81090 3.05904 -1.30454 -0.068 0.022 0.125
C -3.24271 1.80075 1.41457 -0.260 0.236 0.125
H -2.97822 2.41066 2.28951 -0.197 -0.153 -0.206
H -4.04232 2.30110 0.84641 0.159 -0.207 0.268
H -3.56925 0.80348 1.74503 0.141 0.335 -0.117
I 1.56616 3.22861 2.14897 0.045 0.002 0.057
```
Positions in Å, forces in eV/Å.

Calculated values
Energy ... -1771.87127 hartree
Molecular weight ... 590.752 g mol⁻¹
Kohn-Sham gap ... 0.2833 Eh
Net charge ... +1

# 2
C3H3ClFNO2 | wB97M-V/def2-TZVPD

```
11
Properties=species:S:1:pos:R:3:forces:R:3
C 0.44293 -0.60287 0.30890 -0.251 0.769 0.493
C -0.99576 -0.35235 0.21323 -1.496 0.180 -0.857
C -1.52259 0.86341 0.27259 -0.474 0.511 0.303
H 2.48784 -0.99671 -0.43298 0.091 3.678 0.541
H 0.86265 0.89007 -0.96222 -0.539 0.522 -0.826
H -1.02496 1.81053 0.42767 0.414 -0.241 0.236
N 1.20349 0.44416 -0.14694 -0.100 -0.640 0.238
O 2.50627 0.09356 -0.34747 1.322 -3.566 -0.324
O 0.93335 -1.58133 0.79938 0.390 -0.999 -0.111
F -2.83727 1.07175 0.15679 0.128 -0.218 -0.165
Cl -2.05596 -1.64022 -0.28894 0.515 0.003 0.473
```
Positions in Å, forces in eV/Å.

Calculated values
SMILES ... O=C(NO)/C(Cl)=C/F
Energy ... -881.32204 hartree
Molecular weight ... 139.513 g mol⁻¹
Kohn-Sham gap ... 0.3817 Eh

# 3
C37H37CoN5O5S2 | wB97M-V/def2-TZVPD

```
87
Properties=species:S:1:pos:R:3:forces:R:3
Co -1.20704 0.31732 2.05384 0.468 -0.273 1.249
O -1.41612 1.23950 3.63418 -0.395 1.190 2.009
C -2.43548 1.09883 4.41126 0.010 0.132 -0.375
C -2.27975 1.28344 5.80473 -0.180 0.012 0.317
C -3.34395 1.16340 6.66908 0.144 0.016 -0.226
C -4.62316 0.88031 6.18050 -0.278 -0.061 0.250
C -4.81215 0.71033 4.82590 0.164 -0.078 -0.183
C -3.74942 0.79763 3.91603 0.325 -0.089 0.638
C -4.00069 0.73447 2.50645 0.120 0.245 -0.566
N -3.07498 0.79371 1.60906 -1.186 0.880 -0.044
N -3.50270 1.05698 0.33157 -0.563 -0.412 -1.214
C -2.60676 1.68912 -0.42682 0.262 -0.022 1.842
O -1.51222 2.17210 -0.03537 0.030 -0.266 -0.451
C -2.99090 1.82155 -1.86191 -0.070 0.012 -0.438
C -1.98394 2.05063 -2.80063 -0.051 -0.082 0.082
C -2.27680 2.12256 -4.15345 -0.056 -0.092 -0.126
C -3.58604 1.97149 -4.59502 0.020 0.040 0.003
C -4.59734 1.77113 -3.66421 -0.033 -0.036 -0.060
C -4.30493 1.69800 -2.31065 -0.034 0.047 0.023
H -1.28411 1.49556 6.17291 0.047 -0.039 -0.062
H -3.18628 1.28061 7.73604 0.003 0.003 0.008
H -5.45598 0.78424 6.86894 -0.018 0.004 -0.041
H -5.80470 0.49019 4.44310 -0.008 0.011 -0.026
H -5.03951 0.75971 2.16736 -0.003 0.113 -0.030
H -0.96867 2.14389 -2.44096 0.055 0.045 0.108
H -1.47820 2.27225 -4.87241 -0.003 0.026 0.009
H -3.82208 2.01110 -5.65235 0.030 0.016 -0.011
H -5.62200 1.65732 -4.00070 -0.012 0.029 0.012
H -5.09261 1.55422 -1.58279 0.071 -0.092 0.046
O 2.36763 -1.06895 3.61031 -0.052 0.051 0.041
C 1.15911 -0.79121 3.53863 0.026 0.008 -0.032
O 0.62732 -0.14540 2.58377 0.999 -0.087 0.040
C 0.29454 -1.26098 4.71016 -0.112 -0.089 0.054
C 0.87784 -1.16598 5.97213 0.098 0.019 0.011
C 0.27217 -1.66951 7.11150 -0.044 0.059 0.120
C -0.96405 -2.29591 6.99571 -0.025 -0.042 -0.023
C -1.57639 -2.37920 5.76020 0.173 0.094 0.119
C -0.98151 -1.85520 4.59707 -0.020 -0.090 -0.056
S -1.87028 -2.01981 3.10239 -0.065 0.029 -0.158
H 1.85184 -0.69543 6.03585 0.030 -0.066 -0.026
H 0.75107 -1.58326 8.08170 0.040 0.032 -0.031
H -1.44880 -2.71698 7.87207 -0.023 0.030 -0.011
H -2.54681 -2.84801 5.65627 -0.019 0.010 -0.001
C 7.13744 1.77955 -0.53572 -0.150 -0.013 -0.004
C 5.62361 1.59988 -0.51060 0.124 -0.039 -0.172
C 5.02660 1.57511 -1.91799 -0.089 0.038 0.249
N 3.57022 1.58265 -1.89816 0.298 -0.395 -0.180
C 2.81740 0.49071 -1.53516 -1.203 0.897 0.452
S 1.44261 0.68301 -0.64832 0.505 -0.184 -0.322
N 3.21655 -0.76642 -1.96612 0.506 -0.155 -0.480
C 3.90239 -1.19820 -3.09860 -0.163 -0.389 1.154
O 4.47326 -2.27302 -3.04858 -0.051 0.011 -0.370
C 3.85927 -0.38655 -4.32900 -0.024 0.561 -1.086
C 2.86700 0.56195 -4.60706 0.131 -0.453 0.354
C 2.90460 1.28702 -5.78240 -0.019 0.189 -0.277
C 3.91167 1.07651 -6.71535 -0.065 -0.183 0.177
C 4.85969 0.08719 -6.48001 0.035 0.188 -0.262
C 4.82878 -0.63780 -5.30675 -0.031 -0.081 0.538
H 7.54557 1.75479 0.47445 0.048 -0.007 -0.016
H 7.40449 2.73774 -0.98744 0.051 -0.005 -0.015
H 7.61039 0.98549 -1.11715 0.058 0.001 0.012
H 5.16094 2.41320 0.05358 -0.032 -0.049 0.042
H 5.36516 0.66698 -0.00539 -0.073 0.048 0.069
H 5.36969 0.69135 -2.45526 0.119 0.077 -0.048
H 5.34861 2.45549 -2.48263 0.049 -0.073 -0.039
H 3.16454 2.41101 -1.48642 -0.044 -0.006 0.000
H 2.93769 -1.51351 -1.34540 0.062 0.014 0.046
H 2.04759 0.70343 -3.91775 -0.006 0.092 0.095
H 2.13674 2.02589 -5.97543 -0.008 -0.024 0.017
H 3.93921 1.65719 -7.62840 0.003 0.002 -0.010
H 5.62537 -0.11205 -7.21993 0.012 -0.011 0.027
H 5.55652 -1.41308 -5.10536 0.027 0.013 -0.016
C -3.56670 -2.18746 -1.07195 0.027 0.008 0.029
C -2.05050 -2.41728 -1.18580 -0.231 -0.322 -0.066
C -1.69821 -3.82431 -0.67638 0.049 0.045 0.037
C -1.58018 -2.20620 -2.62602 0.078 0.086 0.041
C -1.42162 -1.46359 -0.27313 0.187 0.279 0.313
N -1.04667 -0.78469 0.57114 -0.013 -1.469 -3.060
H -4.09633 -2.88593 -1.72549 0.062 -0.028 -0.012
H -3.82183 -1.16657 -1.34747 -0.040 0.093 0.007
H -3.88997 -2.34275 -0.04250 -0.021 0.005 0.011
H -2.30477 -4.56655 -1.20065 0.018 0.014 -0.040
H -1.88957 -3.89182 0.39578 -0.023 -0.023 -0.003
H -0.64256 -4.04388 -0.84215 0.008 -0.010 -0.004
H -2.09247 -2.91200 -3.28364 -0.009 -0.019 0.024
H -0.50427 -2.36550 -2.71427 0.011 -0.001 0.011
H -1.80310 -1.19278 -2.96055 -0.033 0.042 -0.014
```
Positions in Å, forces in eV/Å.

Calculated values
Expectation value of S² ... 3.7633
Multiplicity ... 4
Energy ... -4261.36913 hartree
Molecular weight ... 754.800 g mol⁻¹
Kohn-Sham gap (alpha / beta) ... 0.1603 / 0.1619 Eh
Net charge ... -2

# 4
C15H21N4O7PS | wB97M-V/def2-TZVPD

```
49
Properties=species:S:1:pos:R:3:forces:R:3
N 1.20225 0.01064 3.02696 -10.692 4.409 4.140
C 0.04631 0.46978 3.45837 5.701 -2.336 -3.446
O -1.32908 1.01062 3.70474 3.869 -0.759 -3.477
C -1.84477 1.41030 2.35807 -1.218 1.763 -3.683
C -1.72490 2.93160 1.75189 -0.257 -3.867 -0.824
P -0.88556 4.24339 2.92200 -4.041 -0.324 1.748
N -2.06681 4.63405 4.00724 0.844 -1.302 -2.079
C -2.30353 3.34466 0.27052 -1.315 -4.601 -0.048
C -3.03603 2.21486 -0.66512 1.914 0.971 4.113
C -3.17446 0.68298 -0.02778 -0.138 -2.392 0.921
N -3.81809 -0.55176 -0.64522 2.771 2.278 4.407
S -3.63567 -1.88294 0.52248 1.264 4.319 0.218
N -2.78919 -1.20325 1.93113 -0.985 5.056 -5.494
C -2.59539 0.23164 1.44026 0.162 0.431 0.841
H -0.49746 5.43883 2.16078 0.300 -1.398 0.265
H 0.27096 3.65848 3.61355 -0.537 0.531 -1.206
H -2.94260 4.07781 3.76838 1.548 0.961 0.411
H -2.18866 4.46504 -0.07843 -0.297 -2.667 0.728
H -3.46487 2.50998 -1.71825 0.973 -0.901 2.367
C 2.93957 -2.16196 4.68834 0.124 -0.216 0.267
C 2.86586 -2.59967 3.23612 -0.567 0.422 0.246
O 4.10759 -3.17770 2.81439 0.389 -1.275 0.029
C 4.32362 -4.45615 3.21071 -0.337 0.087 0.407
O 3.56227 -5.14291 3.87342 1.053 0.845 -0.976
O 5.54931 -4.83431 2.76553 -0.936 0.346 0.182
C 5.94228 -6.13565 3.19528 0.202 -0.470 0.107
H 3.79836 -1.50277 4.84920 -0.163 0.052 -0.126
H 2.02670 -1.63551 4.98108 0.153 -0.058 -0.108
H 3.06916 -3.02043 5.35481 -0.106 0.051 -0.150
H 2.69253 -1.72371 2.60217 0.358 -0.386 0.032
H 2.03394 -3.29261 3.06302 0.287 -0.040 0.092
H 5.18183 -6.88377 2.95048 0.054 0.211 0.173
H 6.14304 -6.12649 4.27115 -0.176 -0.090 -0.143
H 6.86557 -6.40087 2.67303 -0.186 0.328 -0.014
C -0.22506 2.93027 -6.91431 -0.266 -0.085 -0.208
C 0.02983 2.23744 -5.58728 0.547 0.174 -0.451
O -1.20035 2.00166 -4.89090 -0.647 -0.891 0.019
C -1.92764 0.94400 -5.32742 0.141 -0.168 -0.559
O -1.62452 0.18794 -6.23680 -0.426 1.042 1.371
O -3.06921 0.88592 -4.59466 1.017 0.170 -0.378
C -3.97317 -0.13293 -5.01585 -0.453 -0.434 -0.102
H -0.81796 3.83847 -6.76744 0.191 -0.035 0.070
H 0.71815 3.19539 -7.40036 -0.090 -0.021 0.104
H -0.79251 2.28729 -7.59440 0.176 0.002 0.122
H 0.63551 2.88922 -4.94888 -0.357 -0.154 0.123
H 0.58954 1.30373 -5.71807 -0.307 0.082 0.001
H -3.48073 -1.10923 -5.06325 -0.017 0.258 -0.116
H -4.40308 0.13055 -5.98726 0.174 -0.153 0.081
H -4.78287 -0.19192 -4.28341 0.300 0.235 0.004
```
Positions in Å, forces in eV/Å.

Calculated values
SMILES ... N#COc1c([PH2]=N)ccc2nsnc12.CCOC(=O)OC.CCOC(=O)OC
Energy ... -2068.92365 hartree
Molecular weight ... 432.395 g mol⁻¹
Kohn-Sham gap ... 0.2357 Eh